{
  "formula": "C59H99N9O4P2SSi2",
  "method": "ωB97M-V/def2-TZVPD",
  "elements": ["C", "C", "C", "C", "Si", "C", "C", "C", "C", "C", "C", "C", "P", "O", "O", "C", "C", "O", "C", "C", "O", "Si", "C", "C", "C", "P", "S", "C", "C", "C", "C", "C", "H", "H", "H", "H", "H", "H", "H", "H", "H", "H", "H", "H", "H", "H", "H", "H", "H", "H", "H", "H", "H", "H", "H", "H", "H", "H", "H", "H", "H", "H", "H", "H", "H", "H", "H", "H", "H", "H", "H", "H", "H", "H", "H", "H", "H", "H", "H", "H", "H", "H", "H", "H", "H", "H", "N", "C", "C", "C", "C", "H", "H", "H", "H", "H", "N", "C", "C", "C", "C", "H", "H", "H", "H", "H", "N", "C", "C", "C", "C", "H", "H", "H", "H", "H", "N", "C", "C", "C", "C", "H", "H", "H", "H", "H", "N", "C", "C", "C", "C", "H", "H", "H", "H", "H", "N", "C", "C", "C", "C", "H", "H", "H", "H", "H", "N", "C", "C", "C", "C", "H", "H", "H", "H", "H", "N", "C", "C", "C", "C", "H", "H", "H", "H", "H", "N", "C", "C", "C", "C", "H", "H", "H", "H", "H"],
  "xyz": [[-1.23637, 4.03483, 1.63761], [-1.47115, 2.51896, 1.59993], [-2.08614, 2.03361, 2.90836], [-2.74195, 0.63208, 2.90234], [-1.80453, -0.75199, 2.04833], [0.03420, -0.52543, 2.35203], [0.95203, -0.82580, 1.13790], [1.72389, 0.38291, 0.60657], [2.69806, -0.11290, -0.48257], [2.48778, 1.11061, 1.72664], [-2.32268, -2.39552, 2.82516], [-2.15316, -3.65317, 1.94741], [-0.46851, -4.26513, 1.90760], [0.40669, -3.76800, 2.97447], [0.03036, -3.94745, 0.42696], [1.05388, -4.81448, -0.11822], [1.72543, -4.12468, -1.30306], [-0.64994, -5.85851, 1.94217], [0.26315, -6.62963, 2.74036], [0.11448, -8.08233, 2.34511], [-2.05449, -0.83046, 0.38459], [-3.52841, -0.70347, -0.36107], [-4.15918, 1.05048, -0.53213], [-3.44830, 1.83709, -1.64147], [-4.06791, 3.23078, -1.80209], [-5.19308, -1.91574, 0.58932], [-6.11952, -1.08093, 2.11100], [-3.28141, -1.44069, -2.08134], [-3.38665, -2.97905, -2.06629], [-1.84060, -1.06266, -2.50939], [-1.65518, -1.02492, -4.02026], [-0.22178, -0.59797, -4.41389], [-2.16125, 4.58984, 1.49789], [-0.49762, 4.34225, 0.90046], [-0.84095, 4.31213, 2.61698], [-0.50414, 2.05193, 1.43579], [-2.10438, 2.28089, 0.74951], [-2.83826, 2.76636, 3.20669], [-1.30982, 2.04985, 3.67481], [-3.77435, 0.72314, 2.56707], [-2.81776, 0.29842, 3.94139], [0.31020, -1.19636, 3.16484], [0.23548, 0.48233, 2.70846], [0.41298, -1.27041, 0.30235], [1.69063, -1.56692, 1.45143], [1.05528, 1.07851, 0.09664], [2.22425, -0.87170, -1.10673], [3.57915, -0.55419, -0.02031], [3.01009, 0.70131, -1.13458], [2.45206, 0.56024, 2.66179], [2.08888, 2.11460, 1.85627], [3.53980, 1.21526, 1.46609], [-1.68245, -2.51580, 3.70126], [-3.34400, -2.33438, 3.20049], [-2.45543, -3.44061, 0.92145], [-2.80586, -4.45404, 2.28817], [0.54618, -5.71208, -0.45973], [1.79088, -5.05847, 0.64055], [2.80449, -4.09895, -1.19766], [1.39387, -3.08633, -1.33479], [1.42981, -4.58038, -2.24282], [1.28895, -6.30152, 2.59461], [0.02893, -6.50602, 3.79450], [0.46051, -8.26124, 1.33056], [-0.93015, -8.37865, 2.41489], [0.68062, -8.71386, 3.02633], [-5.21398, 0.95894, -0.80692], [-4.06952, 1.60947, 0.39413], [-3.48211, 1.30754, -2.59195], [-2.39088, 1.96472, -1.40213], [-3.38264, 3.92608, -2.27770], [-5.00504, 3.16755, -2.34973], [-4.30863, 3.61855, -0.81194], [-6.07206, -2.11198, -0.49482], [-4.77644, -3.22744, 0.87903], [-4.00746, -1.03579, -2.78576], [-2.99315, -3.38493, -1.13347], [-4.39658, -3.34551, -2.23181], [-2.74979, -3.38012, -2.85523], [-1.17946, -1.83412, -2.10261], [-1.49576, -0.12770, -2.07262], [-2.34819, -0.29868, -4.44463], [-1.85069, -2.00754, -4.44653], [-0.26590, -0.04117, -5.34570], [0.43104, -1.46048, -4.51995], [0.18830, 0.05563, -3.64610], [7.53515, 2.49571, 1.66229], [7.23684, 2.64288, 2.99125], [6.57790, 1.51510, 3.39873], [6.47289, 0.65362, 2.27199], [7.07210, 1.28624, 1.21681], [8.01157, 3.17410, 1.09884], [7.51393, 3.53394, 3.52755], [6.20340, 1.32958, 4.39130], [6.00629, -0.31684, 2.24019], [7.20875, 0.98269, 0.19285], [-0.77101, 0.81793, -10.33190], [0.43936, 0.35371, -9.89224], [0.23681, -0.27839, -8.69439], [-1.15253, -0.19696, -8.40273], [-1.74246, 0.48864, -9.42751], [-0.92056, 1.32473, -11.18332], [1.33610, 0.51156, -10.46571], [0.99755, -0.74981, -8.09537], [-1.66175, -0.59503, -7.54049], [-2.77132, 0.75842, -9.59209], [-7.01857, 6.89473, -3.11189], [-8.27141, 6.37200, -3.28201], [-8.50116, 5.49411, -2.25745], [-7.34020, 5.48742, -1.43673], [-6.44444, 6.36212, -1.99020], [-6.58567, 7.56416, -3.71897], [-8.88873, 6.66763, -4.11235], [-9.39992, 4.91938, -2.11162], [-7.18249, 4.90560, -0.54417], [-5.45299, 6.64888, -1.68475], [-2.84835, 6.62275, 4.94541], [-1.68031, 6.76235, 5.64288], [-1.18469, 5.50791, 5.87945], [-2.08902, 4.57600, 5.29899], [-3.10499, 5.29591, 4.73110], [-3.43126, 7.37877, 4.63992], [-1.30431, 7.73478, 5.90946], [-0.27660, 5.27966, 6.41346], [-2.00371, 3.50217, 5.30170], [-3.98381, 4.97891, 4.19672], [-5.49003, 1.31305, -8.21225], [-6.75361, 0.79043, -8.14850], [-6.80074, -0.06026, -7.07790], [-5.51464, -0.04960, -6.47140], [-4.72863, 0.80616, -7.19465], [-5.17150, 1.96847, -8.90014], [-7.50664, 1.06817, -8.86526], [-7.66033, -0.62708, -6.76303], [-5.20314, -0.60754, -5.60408], [-3.69897, 1.09768, -7.07249], [-0.81195, -5.18495, -3.98257], [-0.04162, -5.54170, -5.05721], [-0.41952, -6.79849, -5.44568], [-1.46266, -7.21722, -4.57407], [-1.68080, -6.19906, -3.68760], [-0.75409, -4.31523, -3.48490], [0.70652, -4.87472, -5.45008], [0.00226, -7.35557, -6.26489], [-1.99265, -8.15405, -4.59966], [-2.38000, -6.10685, -2.87385], [10.15538, -0.31188, 0.53522], [10.90099, -0.47247, -0.60128], [10.71907, -1.75499, -1.04380], [9.82829, -2.39254, -0.13669], [9.49874, -1.47497, 0.82434], [10.09550, 0.53008, 1.07672], [11.49362, 0.33464, -0.99609], [11.17319, -2.18871, -1.91861], [9.47082, -3.40712, -0.18566], [8.85511, -1.54635, 1.68388], [2.22358, 3.91161, 5.14805], [3.41991, 4.02125, 5.80104], [3.88898, 2.75321, 6.02122], [2.93581, 1.84584, 5.48361], [1.92239, 2.59446, 4.95109], [1.64529, 4.67831, 4.85562], [3.83376, 4.98345, 6.04791], [4.81375, 2.50242, 6.51272], [2.98985, 0.76952, 5.48313], [1.01683, 2.30429, 4.44559], [7.11771, 0.78581, 7.93281], [5.95862, 0.06191, 7.86890], [6.00050, -0.88452, 8.85630], [7.23338, -0.72200, 9.54598], [7.89983, 0.31583, 8.95237], [7.35996, 1.54281, 7.32190], [5.20865, 0.27872, 7.12813], [5.23352, -1.61141, 9.06282], [7.58914, -1.30159, 10.38086], [8.85756, 0.75712, 9.16686]],
  "forces_ev_per_angstrom": [[0.2, -0.3, 0.3], [0.1, 0.6, 0.1], [-0.2, -0.4, -0.2], [0.2, 0.3, -0.1], [0.6, 0.0, 0.5], [0.0, -0.2, -0.6], [0.1, 0.2, 0.2], [0.6, -0.4, -0.3], [-0.3, 0.1, 0.2], [0.0, 0.1, -0.6], [0.1, -0.1, -0.1], [-0.3, 0.5, -0.2], [-0.2, -0.2, 0.2], [0.2, 0.1, 0.2], [0.0, -0.3, -0.1], [-0.1, 0.3, -0.6], [-0.4, 0.4, 0.2], [0.2, 0.2, -0.1], [0.1, -0.6, 0.0], [-0.2, 0.1, 0.1], [-1.0, 0.0, 0.5], [0.7, 0.3, -1.0], [0.2, -0.4, -0.4], [0.1, 0.4, 0.1], [0.0, -0.4, 0.3], [-0.6, 0.3, 0.8], [0.1, 0.1, 0.0], [0.5, -0.3, 0.5], [0.2, 0.3, -0.1], [-0.2, -0.4, -0.2], [0.7, 0.4, 0.1], [-0.7, -0.1, 0.2], [-0.1, 0.1, -0.1], [-0.1, 0.1, -0.2], [0.0, 0.1, 0.0], [0.0, -0.3, -0.1], [0.0, -0.2, -0.1], [0.0, 0.0, 0.1], [0.1, 0.1, 0.1], [-0.1, -0.2, -0.1], [-0.1, -0.1, 0.1], [-0.1, -0.1, 0.1], [-0.1, 0.1, 0.1], [-0.2, -0.1, 0.0], [0.1, -0.1, 0.0], [-0.3, 0.0, 0.2], [0.0, 0.0, -0.1], [0.1, -0.1, 0.0], [0.2, 0.1, 0.0], [-0.1, 0.1, 0.2], [0.0, 0.1, 0.4], [0.1, 0.1, 0.0], [0.0, 0.1, 0.1], [-0.2, 0.0, -0.1], [0.1, -0.1, -0.1], [0.1, -0.2, 0.1], [0.1, -0.3, 0.2], [0.0, 0.0, 0.2], [0.1, -0.2, -0.1], [0.0, 0.1, 0.1], [0.2, -0.2, -0.1], [0.1, 0.2, -0.1], [-0.1, 0.2, 0.1], [0.0, 0.0, -0.1], [-0.1, 0.0, 0.0], [0.1, 0.0, 0.0], [-0.2, 0.1, 0.2], [-0.3, 0.0, 0.2], [0.0, -0.1, -0.1], [0.1, -0.1, 0.1], [0.0, 0.1, -0.2], [-0.1, 0.2, -0.1], [0.0, 0.2, 0.0], [0.2, -0.2, -0.2], [0.1, -0.1, -0.3], [-0.1, 0.2, -0.1], [0.0, -0.1, 0.1], [-0.1, -0.1, 0.1], [-0.2, -0.2, -0.2], [0.1, 0.1, 0.2], [0.0, 0.2, 0.0], [-0.2, -0.1, -0.1], [-0.3, 0.0, -0.2], [0.3, -0.1, -0.2], [0.2, 0.0, -0.1], [0.1, 0.1, 0.0], [0.0, 0.0, 0.0], [0.0, 0.0, 0.0], [0.0, 0.0, 0.0], [0.0, 0.0, 0.0], [0.0, 0.0, -0.1], [0.0, 0.0, 0.0], [0.0, 0.0, 0.0], [0.0, 0.0, 0.0], [0.0, 0.0, 0.0], [0.0, 0.0, 0.0], [0.1, 0.0, 0.1], [0.0, 0.0, 0.0], [0.0, 0.0, 0.0], [0.0, 0.0, 0.1], [-0.1, 0.1, -0.1], [0.0, 0.0, 0.0], [0.0, 0.0, 0.0], [0.0, 0.0, 0.0], [0.0, 0.0, 0.0], [0.0, 0.0, 0.0], [0.0, 0.0, 0.0], [0.0, 0.0, 0.0], [0.0, 0.0, 0.0], [0.0, 0.0, 0.0], [0.0, 0.0, 0.0], [0.0, 0.0, 0.0], [0.0, 0.0, 0.0], [0.0, 0.0, 0.0], [0.0, 0.0, 0.0], [0.0, 0.0, 0.0], [0.0, 0.0, 0.0], [0.0, 0.0, -0.1], [0.1, -0.1, 0.0], [0.0, 0.0, 0.1], [0.0, 0.0, 0.0], [0.0, 0.0, 0.0], [0.0, 0.0, 0.0], [0.0, 0.0, 0.1], [0.0, 0.1, 0.0], [0.0, 0.0, 0.0], [0.0, 0.0, 0.0], [0.0, 0.0, 0.0], [0.0, 0.0, 0.0], [0.0, 0.0, 0.0], [0.0, 0.0, 0.0], [0.0, 0.0, 0.0], [0.0, 0.0, 0.0], [0.0, 0.0, 0.0], [0.0, 0.0, 0.0], [0.0, 0.0, 0.0], [0.0, 0.0, -0.1], [0.0, 0.1, 0.0], [0.0, 0.0, 0.0], [0.0, 0.0, -0.1], [-0.1, 0.0, 0.2], [0.0, 0.0, 0.0], [0.0, 0.0, 0.0], [0.0, 0.0, 0.0], [0.0, 0.0, 0.0], [0.0, 0.0, 0.0], [0.0, 0.0, 0.0], [0.0, 0.0, 0.0], [0.0, 0.0, 0.0], [0.0, 0.0, 0.0], [0.0, 0.0, 0.0], [0.0, 0.0, 0.0], [0.0, 0.0, 0.0], [0.0, 0.0, 0.0], [0.0, 0.0, 0.0], [0.0, 0.0, 0.0], [0.0, 0.1, 0.0], [0.0, 0.0, -0.1], [0.0, 0.0, 0.0], [0.1, 0.0, 0.0], [-0.1, 0.0, 0.0], [0.0, 0.0, 0.0], [0.0, 0.0, 0.0], [0.0, 0.0, 0.1], [0.0, 0.0, 0.0], [0.0, 0.0, 0.0], [0.0, 0.0, 0.0], [0.0, 0.0, -0.1], [0.0, 0.0, 0.0], [0.0, 0.0, 0.0], [0.0, 0.0, 0.0], [0.0, 0.0, 0.0], [0.0, 0.0, 0.0], [0.0, 0.0, 0.0], [0.0, 0.0, 0.0], [0.0, 0.0, 0.0]],
  "mulliken_charge": [-1.65, 2.56, 0.02, -1.01, -0.91, 0.01, -0.70, 1.88, -1.76, -1.24, -1.09, 1.15, 0.38, -0.83, 0.04, -0.35, -0.65, -0.16, -0.09, -1.28, 0.28, -0.01, -0.91, 0.05, -1.74, 0.09, -0.39, 0.96, -1.35, -0.26, -0.45, -1.36, 0.39, 0.43, 0.24, -0.64, -1.38, 0.49, -0.52, 0.53, 0.64, 0.95, -0.41, -0.33, 0.27, 0.00, 0.18, 0.34, 0.48, 0.13, 0.11, 0.44, 0.81, 0.60, -1.69, 0.58, 0.29, 0.35, 0.34, -0.13, 0.21, 0.28, 0.33, 0.29, 0.30, 0.40, 0.74, 0.39, 0.33, 0.11, 0.44, 0.47, 0.29, 0.14, 0.05, 0.45, -0.12, 0.31, 0.22, -0.22, 0.24, 0.28, 0.33, 0.38, 0.30, 0.30, 0.01, -0.95, -0.16, -0.38, -0.72, 0.19, 0.40, 0.62, 0.53, 0.49, 0.03, -0.51, -0.69, -0.06, -0.76, 0.19, 0.39, 0.41, 0.59, 0.43, 0.00, -0.47, -0.49, -0.28, -0.56, 0.18, 0.37, 0.39, 0.46, 0.40, 0.03, -0.69, -0.65, -0.10, -0.80, 0.18, 0.40, 0.61, 0.63, 0.45, 0.00, -0.45, -0.89, 0.14, -0.83, 0.21, 0.38, 0.39, 0.51, 0.53, 0.38, -0.57, -0.51, -0.63, -0.42, 0.06, 0.45, 0.42, 0.43, 0.40, 0.03, -0.53, -0.39, -0.44, -0.46, 0.21, 0.38, 0.39, 0.41, 0.41, 0.09, -1.18, -0.04, -0.04, -0.80, 0.26, 0.42, 0.43, 0.46, 0.36, 0.08, -0.39, -0.52, -0.44, -0.52, 0.21, 0.40, 0.40, 0.39, 0.39],
  "lumo_ev": 0.51,
  "relative_energy_kcal_mol": 6.9,
  "homo_energy_ev": -8.124,
  "total_charge": 0,
  "largest_force_ha_per_bohr": 0.0247,
  "homo_lumo_gap_ha": 0.317
}